A structure of composition C19H22ClNO3S. Source: the OMol25 dataset; level of theory: wB97M-V/def2-TZVPD.

```
47
Properties=species:S:1:pos:R:3:forces:R:3:nbo_charge:R:1
C -4.84668 -1.55387 1.85887 4.800 -0.668 -4.073 -0.252
H -5.19276 -2.12585 0.94526 -0.128 0.829 1.026 0.186
O -4.34420 -0.17594 1.34322 -3.578 -3.468 4.168 -0.480
C -3.50248 -0.18545 0.37502 2.085 0.483 -4.285 0.279
C -2.91322 -1.39020 -0.39505 -7.704 8.204 8.280 -0.230
C -2.02958 -1.09290 -1.17422 6.612 0.726 -5.667 -0.107
C -1.72596 0.16401 -1.40946 5.454 6.322 -7.371 -0.208
C -2.26886 1.37307 -1.05333 -1.823 -0.686 2.333 -0.060
C -3.25456 1.19197 -0.03516 2.386 -2.250 -1.218 0.233
O -3.75925 2.14975 0.69066 -0.571 5.807 0.125 -0.665
H -3.50534 3.22377 0.35582 -0.722 -5.127 0.948 0.510
Cl -1.91573 3.08477 -1.45246 0.165 -1.702 -0.132 -0.013
H -0.88380 0.30109 -2.45847 -2.373 -0.331 3.435 0.190
C -1.19406 -2.08568 -1.77161 -3.121 -6.133 -2.385 -0.195
N -0.02613 -2.53411 -1.18189 1.062 -1.970 5.835 -0.452
C 0.87193 -1.46486 -0.88919 1.721 1.696 -0.583 -0.238
C 2.29960 -2.06391 -0.34658 -1.932 9.272 -2.882 -0.355
C 3.28263 -0.85961 -0.33375 5.825 1.705 -3.158 0.593
O 4.47019 -0.88249 -1.07561 -7.408 -0.842 4.206 -0.590
C 3.05300 0.49988 0.39709 -0.937 -2.530 -1.296 -0.324
C 3.92329 1.51267 0.22336 -0.922 1.004 3.876 0.073
C 3.35549 2.70226 1.21625 11.759 -0.034 -6.919 -0.220
C 2.23596 2.49543 1.64435 -5.494 -4.638 1.244 -0.349
S 1.57778 0.88404 1.36041 1.310 0.639 -0.606 0.335
H 1.64080 3.20798 1.94658 -3.206 3.304 2.422 0.222
H 4.10238 3.54685 1.18751 -1.605 -0.476 0.475 0.229
C 5.30937 1.35226 -0.35315 -2.495 9.097 -1.936 -0.594
H 5.22580 1.52582 -1.45228 0.555 -1.462 0.717 0.252
H 5.84298 0.69357 0.14105 2.641 -3.732 1.380 0.227
H 5.82760 2.45175 -0.11243 -0.954 -2.471 -0.170 0.167
H 2.67072 -2.59556 -1.07865 1.683 -3.744 -3.320 0.247
C 1.99566 -2.49652 0.87516 1.137 0.036 11.240 -0.352
C 1.01210 -3.53426 0.92082 -2.841 3.970 -5.018 -0.450
C -0.31786 -3.14400 0.25744 1.590 5.452 -0.141 -0.180
H -1.07432 -3.87750 0.19798 -0.828 -0.729 0.079 0.202
H -0.65860 -2.02294 0.97324 0.384 -3.515 -1.830 0.142
H 0.78696 -3.97284 1.71719 -1.870 -2.236 8.033 0.215
H 1.35737 -4.36169 0.53772 2.188 -4.405 -3.628 0.208
H 2.94460 -2.81944 1.42161 -1.068 0.058 -0.295 0.219
H 1.54874 -1.56249 1.76782 1.399 -2.415 -3.058 0.192
H 1.20632 -1.17968 -1.88125 -0.393 1.318 -0.293 0.207
H 0.41118 -0.50647 -0.20042 1.341 -2.853 -1.951 0.216
H -1.94756 -3.10533 -1.80668 1.901 2.254 0.114 0.163
H -0.94898 -2.08314 -2.80269 -0.182 1.302 -1.357 0.223
H -3.31025 -2.16493 -0.06068 -2.625 -7.424 2.215 0.193
H -3.90132 -2.18661 2.17522 -1.759 1.506 -0.167 0.188
H -5.56145 -1.50890 2.59415 -1.460 0.853 1.590 0.205
```
Forces are in eV/Å.

Summary:
E_tot	-51034.950	eV
net charge	0
HOMO energy	-7.55	eV
multiplicity	1

***

A cluster of 2 separate species, C7H13I in total. Source: the OMol25 dataset; level of theory: wB97M-V/def2-TZVPD.

```
21
Properties=species:S:1:pos:R:3:forces:R:3:nbo_charge:R:1
C 1.18653 1.97638 -0.01537 -0.842 -2.078 -0.037 -0.545
C 0.64141 0.77926 0.01465 1.094 -0.725 -0.324 0.247
C -0.99063 -0.41407 1.52714 0.038 0.157 1.279 -0.595
C -1.73038 1.01734 -0.36028 -1.256 1.063 -1.642 -0.579
C -0.76694 -1.09443 -0.77428 0.268 -4.666 -3.275 -0.596
C 2.48144 -1.24792 -0.31158 -0.427 3.150 -2.808 -0.555
C -0.66501 0.07071 0.07603 0.121 0.501 2.352 -0.279
I 4.24711 -0.12620 0.03290 -0.786 -0.772 -0.098 0.130
H 0.61206 2.82072 0.23568 -0.706 1.259 0.136 0.206
H 2.18967 2.11147 -0.32194 1.077 0.153 0.060 0.229
H -1.67149 0.25297 2.11169 0.806 0.061 -0.615 0.214
H -0.02962 -0.49257 2.06535 -0.532 -0.149 0.035 0.226
H -1.52994 -1.38485 1.62398 0.604 0.431 -0.674 0.215
H -1.70137 1.09247 -1.51813 0.015 0.297 1.863 0.214
H -1.51864 2.04413 0.11692 -1.196 -1.543 -0.686 0.217
H -2.70071 0.45112 -0.14297 0.897 1.597 0.028 0.218
H -1.80953 -1.50898 -0.83911 0.527 0.977 -0.090 0.218
H -0.36584 -1.01932 -1.83286 -0.712 0.619 0.985 0.217
H -0.27668 -2.07355 -0.50578 0.207 1.235 0.679 0.221
H 2.32252 -2.14507 0.19628 -0.125 -1.095 0.919 0.172
H 2.07604 -1.10960 -1.37830 0.926 -0.471 1.916 0.206
```
Forces are in eV/Å.

Summary:
E_tot	-15564.925	eV
net charge	0
HOMO energy (alpha / beta)	-8.00 / -8.18	eV
multiplicity	1

***

An isolated molecule of C5H10O. Source: the OMol25 dataset; level of theory: wB97M-V/def2-TZVPD.

```
16
Properties=species:S:1:pos:R:3:forces:R:3:nbo_charge:R:1
C 1.46040 -0.39795 1.20645 0.040 -0.031 0.009 -0.599
C 0.33763 0.23818 0.38843 0.030 0.092 0.021 -0.199
C -0.11924 -0.72736 -0.73084 -0.136 -0.045 0.007 -0.565
C -1.29840 -0.12486 -1.45146 0.463 -0.071 -0.147 0.264
C -0.82029 0.65840 1.29613 -0.054 0.008 0.050 -0.614
O -0.81303 0.45270 -2.53622 -0.326 0.004 0.096 -0.661
H 2.30837 -0.69040 0.57695 -0.128 0.046 0.074 0.209
H 1.82612 0.29872 1.96950 -0.051 -0.097 -0.112 0.210
H 1.09466 -1.29585 1.72013 0.051 0.116 -0.068 0.202
H 0.73613 1.13577 -0.10557 -0.060 -0.102 0.072 0.196
H 0.72580 -0.92224 -1.40919 -0.141 0.031 0.084 0.207
H -0.43876 -1.67156 -0.26983 0.018 0.152 -0.038 0.220
H -1.61044 1.16509 0.73520 0.109 -0.059 0.115 0.223
H -0.46656 1.32845 2.08754 -0.022 -0.096 -0.100 0.205
H -1.27192 -0.21994 1.77316 0.060 0.098 -0.057 0.204
H -1.55507 0.88216 -2.98735 0.146 -0.047 -0.007 0.498
```
Forces are in eV/Å.

Summary:
E_tot	-7392.258	eV
net charge	0
HOMO energy	-8.45	eV
multiplicity	1

***

An isolated molecule of C22H25N3O5S. Source: the OMol25 dataset; level of theory: wB97M-V/def2-TZVPD.

```
56
Properties=species:S:1:pos:R:3:forces:R:3:nbo_charge:R:1
C 1.66819 3.22945 0.16389 -0.398 -0.152 0.221 -0.619
C 0.73472 2.54074 1.14588 0.434 0.047 0.075 -0.073
O -0.58068 2.63852 0.62512 -0.182 0.045 -0.123 -0.502
C -1.58389 1.98605 1.26253 -0.176 -0.111 0.063 0.295
C -1.44772 1.26426 2.44491 0.240 0.175 -0.153 -0.243
C -2.52548 0.56713 2.96043 -0.309 0.251 -0.025 -0.228
C -3.75344 0.58181 2.31387 0.641 0.613 0.103 0.088
C -3.90989 1.35780 1.16889 0.026 -0.089 0.159 -0.229
C -2.83876 2.05450 0.65308 0.179 0.057 0.018 -0.240
H -2.94192 2.64606 -0.24300 -0.014 0.079 -0.113 0.225
H -4.87042 1.39958 0.67461 -0.088 -0.032 -0.098 0.212
N -4.77051 -0.27669 2.77130 -0.162 -0.873 0.239 -0.834
S -4.39412 -1.92051 2.62490 -0.349 0.146 -0.368 2.312
O -5.64943 -2.60215 2.52150 -0.097 0.123 -0.239 -0.937
O -3.48133 -2.29046 3.65621 0.345 0.206 -0.123 -0.919
C -3.55334 -1.89177 1.04140 -0.088 -0.169 0.682 -0.361
C -2.20162 -1.65345 1.00533 0.051 -0.158 -0.086 -0.100
C -1.58649 -1.29263 -0.19670 -0.267 -0.035 -0.127 -0.223
C -2.37094 -1.21921 -1.36085 -0.089 -0.154 0.682 0.275
C -3.73922 -1.51614 -1.31253 -0.040 -0.003 0.085 -0.270
C -4.32933 -1.82630 -0.10956 -0.006 -0.042 -0.268 -0.151
H -5.38616 -2.02891 -0.03229 -0.153 0.005 -0.103 0.244
H -4.32432 -1.47358 -2.21951 -0.089 -0.005 -0.085 0.218
N -1.77852 -0.84861 -2.53692 -0.051 0.061 -0.365 -0.535
C -0.46089 -0.57974 -2.60272 0.274 0.048 0.108 0.138
C 0.36919 -0.61596 -1.52588 0.005 -0.035 -0.061 -0.328
C -0.15520 -0.94340 -0.21158 -0.117 0.057 -0.258 0.591
O 0.50497 -0.93027 0.82645 -0.029 -0.108 0.207 -0.645
C 1.82162 -0.34970 -1.81641 -0.341 -0.014 0.228 0.670
O 2.18867 -0.16397 -2.96651 0.156 0.044 -0.369 -0.666
N 2.62018 -0.34620 -0.73949 0.032 -0.007 0.402 -0.621
H 2.17821 -0.57350 0.14683 -0.090 0.013 -0.144 0.438
C 4.07456 -0.28192 -0.79717 0.106 -0.048 -0.480 -0.035
C 4.52977 1.01259 -1.46645 0.025 -0.145 0.142 -0.625
H 5.61253 1.08803 -1.44156 0.145 0.060 0.009 0.207
H 4.11048 1.87021 -0.94695 -0.004 0.111 0.036 0.208
H 4.19203 1.02869 -2.49832 0.013 0.036 -0.065 0.238
C 4.61917 -1.52767 -1.51254 0.136 0.072 0.201 -0.408
C 6.12603 -1.69203 -1.36601 -0.226 0.011 -0.064 -0.606
H 6.44174 -2.63340 -1.80925 0.109 -0.059 -0.017 0.213
H 6.65987 -0.88885 -1.86615 0.132 0.067 -0.033 0.203
H 6.41094 -1.69599 -0.31569 0.108 -0.010 0.114 0.198
H 4.35010 -1.46557 -2.56742 -0.084 -0.037 0.006 0.221
H 4.12181 -2.40479 -1.08980 -0.041 0.015 -0.040 0.201
H 4.41930 -0.29008 0.24318 -0.061 -0.030 -0.083 0.194
H -0.04765 -0.32516 -3.56953 -0.016 -0.005 -0.031 0.249
H -2.34900 -0.78945 -3.36919 0.171 -0.005 0.137 0.415
H -1.60757 -1.73005 1.90161 0.109 0.058 0.038 0.267
H -5.67608 -0.09886 2.36075 -0.144 -0.103 -0.030 0.405
H -2.41786 -0.02767 3.85288 0.061 -0.029 0.125 0.245
H -0.50240 1.21390 2.95873 0.128 -0.012 0.008 0.225
H 1.01311 1.48627 1.26351 -0.075 0.094 0.037 0.190
H 0.78368 3.03345 2.12675 -0.045 -0.093 -0.065 0.169
H 1.65136 2.71290 -0.79220 0.060 -0.051 -0.101 0.217
H 1.35149 4.25754 0.00971 0.018 0.120 -0.015 0.214
H 2.68048 3.22520 0.55795 0.125 -0.003 0.006 0.212
```
Forces are in eV/Å.

Summary:
E_tot	-48763.946	eV
net charge	0
HOMO energy	-8.36	eV
SMILES string	CCOc1ccc(NS(=O)(=O)c2ccc3[nH]cc(C(=O)N[C@H](C)CC)c(=O)c3c2)cc1
multiplicity	1

***

An isolated molecule of C6H11N. Source: the OMol25 dataset; level of theory: wB97M-V/def2-TZVPD.

```
18
Properties=species:S:1:pos:R:3:forces:R:3:nbo_charge:R:1
C -0.16195 1.44539 -1.79172 0.645 -1.672 2.637 -0.404
N -0.94579 1.28807 -0.54159 -2.722 1.369 0.620 -0.642
C -1.24870 0.01419 0.03536 0.897 1.193 -1.529 0.134
C -2.39255 -0.48068 0.44189 -2.027 -1.356 2.258 -0.480
C 2.27876 -1.13064 1.07222 0.228 2.463 0.086 -0.647
C 0.88520 -0.40592 1.07449 0.866 -3.314 -2.430 -0.128
C -0.07759 -0.83461 0.20426 2.530 2.153 2.577 -0.262
H -0.23207 0.57317 -2.40749 -0.258 -0.571 -0.499 0.190
H 0.86077 1.47560 -1.41491 0.345 0.436 -0.758 0.195
H -0.44845 2.28329 -2.34875 -0.353 1.344 -0.542 0.205
H -1.65442 2.07525 -0.33702 1.415 -2.167 -0.697 0.384
H -2.32175 -1.36109 1.20977 -0.355 1.512 -1.906 0.206
H -3.38515 -0.03334 0.29888 0.543 0.004 0.119 0.199
H 2.71218 -1.24225 2.09274 -0.474 -0.251 -0.651 0.214
H 2.28549 -2.07694 0.49998 -0.002 0.618 0.350 0.216
H 2.98715 -0.32770 0.58425 -1.068 -1.735 0.596 0.212
H 0.80053 0.46686 1.66462 -0.254 0.863 0.390 0.201
H 0.05837 -1.72867 -0.33698 0.044 -0.890 -0.622 0.208
```
Forces are in eV/Å.

Summary:
E_tot	-7888.016	eV
net charge	0
HOMO energy	-8.01	eV
SMILES string	C=C(/C=C/C)NC
multiplicity	1

***

An isolated molecule of C9H15NO. Source: the OMol25 dataset; level of theory: wB97M-V/def2-TZVPD.

```
26
Properties=species:S:1:pos:R:3:forces:R:3:nbo_charge:R:1
C -1.37752 2.34389 0.43897 -2.256 2.151 2.170 -0.286
C -0.41981 2.21335 1.45712 1.819 -2.047 0.628 -0.320
C -1.25802 1.31760 -0.42439 0.986 -0.805 -2.416 0.084
C 0.36292 1.09919 1.13123 -0.127 0.771 -1.567 0.127
C -1.92862 1.25833 -1.79465 0.375 1.026 -0.039 -0.637
C 1.64138 0.59874 1.76621 -0.135 2.457 -0.081 -0.649
C 1.68024 -1.09217 -1.31269 -0.522 0.537 5.425 -0.616
C 0.00359 -1.88685 0.56056 -0.671 0.919 1.160 -0.691
C 0.26927 -1.00047 -0.63764 0.637 3.005 0.178 0.517
N -0.10501 0.59358 -0.08994 0.655 -1.627 0.515 -0.397
O -0.57375 -1.17293 -1.67652 -2.270 -0.633 -0.829 -0.711
H -2.22600 3.09924 0.56341 1.304 -1.195 -0.869 0.218
H -0.23668 2.66085 2.43142 -0.450 0.576 -0.492 0.217
H -2.63340 0.46956 -1.91602 -0.322 -1.250 -0.110 0.187
H -2.67062 2.11133 -1.78692 1.359 -0.343 -0.577 0.229
H -1.15770 1.18691 -2.66219 -1.579 0.597 1.461 0.234
H 2.59188 1.21968 1.43012 -1.860 -1.624 0.488 0.225
H 1.44545 0.82974 2.82162 0.680 -0.381 0.011 0.226
H 1.66310 -0.45665 1.60421 0.869 -0.558 0.124 0.208
H 1.85835 -0.23535 -1.86520 0.576 1.726 -0.867 0.228
H 1.70786 -1.91512 -1.91377 -0.112 -2.350 -1.585 0.221
H 2.39405 -1.26364 -0.43301 -0.479 0.585 -1.568 0.203
H -0.32835 -1.26280 1.43544 0.498 -0.701 -0.787 0.247
H -0.86733 -2.43776 0.28122 -0.529 -0.855 -0.007 0.225
H 0.79333 -2.56288 0.88253 0.117 0.069 -0.295 0.228
H -1.53493 -1.13260 -1.42474 1.435 -0.050 -0.072 0.484
```
Forces are in eV/Å.

Summary:
E_tot	-13111.809	eV
net charge	0
HOMO energy	-7.50	eV
SMILES string	Cc1ccc(C)n1C(C)(C)O
multiplicity	1

***

Quick rundown of ΔE to the lowest compared entry with this formula, charge and spin, same order as above: 1512.1, 343.0, 241.9, 162.4, 242.7, 243.0 kJ/mol